(1)
The following is a quantum chemistry calculation of 9 unconnected molecules or ions with the total composition C32H48O28S at a distorted geometry, from the Open Molecules 2025 dataset.

Cartesian coordinates (Å):
S1 45.096 22.163 50.160
O1 46.407 21.572 50.731
O2 44.049 22.124 51.102
O3 45.264 23.475 49.632
O4 44.727 21.215 49.084
C1 45.103 25.518 46.083
C2 44.647 26.023 47.446
C3 45.798 26.471 48.489
O5 45.297 27.700 48.939
C4 44.142 27.997 48.337
O6 43.474 28.923 48.612
O7 43.839 27.136 47.375
H1 45.695 26.420 45.413
H2 44.321 25.328 45.604
H3 45.595 24.537 46.153
H4 44.254 25.304 48.116
H5 46.702 26.648 48.156
H6 45.836 25.823 49.382
C5 49.333 21.036 53.772
C6 48.895 22.093 52.668
C7 47.993 23.271 52.887
O8 48.812 24.361 52.957
C8 50.074 24.101 52.573
O9 50.921 25.042 52.621
O10 50.176 22.722 52.448
H7 48.741 20.206 54.065
H8 49.591 21.581 54.552
H9 50.240 20.588 53.468
H10 48.809 21.505 51.652
H11 47.658 23.197 54.072
H12 47.318 23.276 52.059
C9 43.861 18.598 51.373
C10 45.066 18.721 52.194
C11 44.908 20.026 53.065
O11 44.988 19.502 54.360
C12 45.255 18.177 54.287
O12 45.357 17.522 55.325
O13 45.258 17.730 53.097
H13 43.734 17.539 50.946
H14 43.630 19.367 50.538
H15 43.091 18.525 52.065
H16 45.935 18.869 51.536
H17 43.817 20.405 53.057
H18 45.664 20.695 53.128
C13 44.564 24.648 53.893
C14 44.241 25.427 52.557
C15 42.942 24.982 51.702
O14 42.140 26.067 51.714
C16 42.740 27.146 52.392
O15 42.263 28.294 52.489
O16 43.953 26.780 52.851
H19 43.737 24.639 54.388
H20 45.659 24.854 54.295
H21 44.396 23.563 53.697
H22 45.155 25.452 52.028
H23 42.445 24.003 52.189
H24 43.113 24.777 50.613
C17 44.607 21.998 45.586
C18 44.373 20.354 45.751
C19 43.205 20.005 46.740
O17 42.117 19.540 45.934
C20 42.550 19.548 44.630
O18 41.867 19.229 43.656
O19 43.813 19.962 44.531
H25 44.869 22.437 46.462
H26 43.695 22.315 45.033
H27 45.308 22.340 45.141
H28 45.400 19.932 45.987
H29 42.943 21.138 47.223
H30 43.720 19.409 47.416
C21 41.225 22.984 48.949
C22 40.568 21.554 48.926
C23 40.901 20.750 50.261
O20 39.649 20.552 50.927
C24 38.781 21.202 50.204
O21 37.618 21.305 50.474
O22 39.104 21.680 49.108
H31 42.408 23.206 48.844
H32 40.874 23.437 49.743
H33 40.945 23.557 48.009
H34 40.876 20.995 48.119
H35 41.793 20.879 50.819
H36 41.325 19.705 49.916
C25 46.418 17.545 49.151
C26 47.332 18.837 48.751
C27 48.496 18.891 49.782
O23 49.584 18.847 48.960
C28 49.299 18.578 47.696
O24 50.212 18.397 46.818
O25 47.984 18.630 47.525
H37 45.460 17.579 48.710
H38 46.481 17.426 50.203
H39 46.822 16.650 48.662
H40 46.841 19.877 48.742
H41 48.503 18.144 50.505
H42 48.310 19.763 50.464
C29 49.001 24.044 49.401
C30 48.793 22.772 48.543
C31 47.613 22.872 47.535
O26 48.260 23.128 46.400
C32 49.502 22.726 46.389
O27 50.248 22.475 45.423
O28 49.860 22.354 47.681
H43 49.108 24.928 48.740
H44 49.815 23.797 49.983
H45 48.148 24.321 49.987
H46 48.467 21.892 49.099
H47 47.047 23.741 47.835
H48 47.130 22.113 47.491

Values from the calculation:
F_max ... 12.3 eV/A
HOMO energy ... -4.065 eV
Frontier orbital gap ... 7.806 eV
Total charge ... -2
E_LUMO ... 3.740 eV


(2)
The following is a quantum chemistry calculation of 4 unconnected molecules or ions with the total composition C32H49Br2F8N3O12S3Si at a distorted geometry, from the Open Molecules 2025 dataset.

Cartesian coordinates (Å):
C1 0.284 -2.341 3.098
C2 1.183 -1.326 2.427
O1 1.814 -0.561 3.125
N1 1.397 -1.321 0.964
C3 2.672 -1.874 0.753
C4 3.773 -1.576 -0.246
O2 2.935 -2.822 1.484
C5 0.605 -0.319 0.276
C6 1.003 1.187 0.524
C7 -0.198 2.138 0.650
C8 -1.053 1.856 1.902
S1 -1.870 3.337 2.553
C9 -2.638 4.079 1.173
N2 -3.877 4.318 1.125
N3 -4.168 4.921 -0.078
C10 -3.057 5.001 -0.683
O3 -2.026 4.509 0.033
C11 2.232 1.757 -0.224
C12 2.196 3.258 -0.616
C13 3.246 3.683 -1.653
O4 4.531 3.834 -1.075
C14 3.495 1.534 0.627
C15 3.590 2.436 1.860
C16 4.638 2.025 2.903
F1 5.359 3.138 3.182
Br1 5.933 0.702 2.298
C17 4.009 1.513 4.260
F2 4.041 0.203 4.372
F3 2.779 1.970 4.448
Br2 5.084 2.170 5.788
O5 2.344 1.004 -1.490
S2 1.080 1.392 -2.478
O6 1.447 0.948 -3.783
O7 -0.166 0.423 -1.997
C18 0.018 -0.688 -1.144
Si1 0.783 -2.133 -2.185
C19 2.427 -1.852 -3.070
C20 1.004 -3.771 -1.217
C21 -0.288 -2.652 -3.664
S3 -1.850 -1.037 -0.961
O8 -2.516 -1.162 -2.219
O9 -2.348 0.183 -0.362
C22 -2.419 -2.272 0.291
F4 -3.745 -2.091 0.242
F5 -2.113 -1.960 1.551
C23 -2.196 -3.812 0.090
F6 -3.324 -4.429 0.500
F7 -1.253 -4.278 0.892
F8 -2.017 -4.167 -1.169
H1 -0.653 -1.838 3.345
H2 0.739 -2.581 4.054
H3 0.134 -3.253 2.532
H4 3.741 -2.362 -0.994
H5 3.780 -0.594 -0.707
H6 4.724 -1.703 0.263
H7 -0.318 -0.328 0.871
H8 1.329 1.132 1.566
H9 -0.795 2.229 -0.257
H10 0.167 3.148 0.850
H11 -0.348 1.570 2.688
H12 -1.731 1.013 1.777
H13 -2.824 5.397 -1.654
H14 2.404 3.923 0.224
H15 1.217 3.613 -0.930
H16 2.929 4.684 -1.964
H17 3.230 3.072 -2.556
H18 5.153 3.266 -1.536
H19 4.390 1.556 0.014
H20 3.431 0.519 1.028
H21 3.918 3.415 1.511
H22 2.596 2.581 2.281
H23 2.279 -1.551 -4.107
H24 3.126 -1.134 -2.652
H25 2.950 -2.810 -3.128
H26 0.421 -4.579 -1.651
H27 2.048 -4.083 -1.278
H28 0.819 -3.614 -0.153
H29 -1.264 -3.044 -3.391
H30 -0.465 -1.737 -4.239
H31 0.296 -3.341 -4.268
C24 2.014 0.608 -6.673
C25 3.262 0.182 -7.404
O10 4.008 -0.652 -6.945
C26 3.542 0.841 -8.734
H32 1.939 0.060 -5.743
H33 2.056 1.675 -6.450
H34 1.134 0.393 -7.282
H35 3.650 1.919 -8.602
H36 2.727 0.637 -9.430
H37 4.466 0.443 -9.148
C27 -4.261 -8.113 4.149
C28 -2.880 -7.742 3.664
O11 -1.893 -8.293 4.087
C29 -2.789 -6.649 2.626
H38 -4.182 -8.907 4.889
H39 -4.741 -7.248 4.609
H40 -4.868 -8.468 3.314
H41 -3.206 -5.722 3.022
H42 -3.333 -6.942 1.726
H43 -1.746 -6.484 2.368
C30 -7.075 5.450 1.971
C31 -7.541 5.649 3.390
O12 -7.603 6.748 3.892
C32 -7.929 4.410 4.163
H44 -6.830 6.416 1.534
H45 -6.185 4.826 1.952
H46 -7.868 4.987 1.379
H47 -7.074 3.736 4.237
H48 -8.755 3.902 3.663
H49 -8.243 4.693 5.165

Values from the calculation:
F_max ... 4.6 eV/A
HOMO energy ... -9.213 eV
Frontier orbital gap ... 8.962 eV
Total charge ... 0
E_LUMO ... -0.252 eV


(3)
The following is a quantum chemistry calculation of 3 unconnected molecules or ions with the total composition C32H49BrN2O10S3, from the Open Molecules 2025 dataset.

Cartesian coordinates (Å):
C1 -1.173 5.814 -0.128
C2 -0.745 5.787 1.350
C3 -0.616 4.377 1.955
C4 -0.093 3.282 1.055
C5 -0.910 2.189 0.853
C6 -0.554 1.116 0.046
O1 -1.389 0.079 -0.112
C7 -2.077 -0.411 1.051
C8 -3.558 -0.020 1.046
C9 -3.981 0.463 2.440
C10 -4.474 -1.158 0.557
C11 -3.970 -1.753 -0.760
C12 -5.914 -0.632 0.355
C13 0.670 1.149 -0.627
C14 1.526 2.257 -0.445
C15 1.146 3.296 0.402
Br1 2.296 4.749 0.782
C16 2.830 2.265 -1.179
O2 3.547 3.232 -1.271
C17 3.252 1.004 -1.853
N1 4.586 1.021 -2.341
C18 4.851 1.480 -3.432
S1 5.227 1.990 -4.850
C19 2.459 -0.056 -2.018
C20 2.894 -1.306 -2.710
C21 3.595 -2.332 -1.781
C22 4.155 -1.776 -0.477
C23 4.933 -2.855 0.273
N2 5.196 -2.444 1.657
C24 6.497 -2.516 2.119
C25 6.923 -1.445 3.090
O3 7.252 -3.403 1.779
C26 1.057 0.014 -1.506
O4 0.305 -0.880 -1.842
H1 -1.412 4.828 -0.521
H2 -0.413 6.293 -0.741
H3 -2.073 6.419 -0.241
H4 -1.507 6.298 1.939
H5 0.175 6.339 1.508
H6 0.017 4.402 2.846
H7 -1.600 4.056 2.296
H8 -1.878 2.164 1.333
H9 -1.990 -1.495 0.982
H10 -1.568 -0.117 1.968
H11 -3.688 0.815 0.350
H12 -3.689 1.498 2.623
H13 -3.575 -0.180 3.221
H14 -5.066 0.434 2.543
H15 -4.471 -1.922 1.341
H16 -3.780 -0.962 -1.487
H17 -4.691 -2.469 -1.150
H18 -3.031 -2.297 -0.644
H19 -6.573 -0.969 1.153
H20 -6.317 -0.960 -0.599
H21 -5.939 0.459 0.361
H22 3.526 -1.075 -3.565
H23 2.002 -1.783 -3.110
H24 2.927 -3.160 -1.547
H25 4.431 -2.758 -2.341
H26 3.321 -1.455 0.156
H27 4.828 -0.936 -0.651
H28 4.377 -3.793 0.242
H29 5.874 -3.038 -0.244
H30 4.793 -1.537 1.851
H31 7.560 -0.728 2.574
H32 6.086 -0.921 3.549
H33 7.517 -1.901 3.878
C27 -2.293 -5.021 4.156
C28 -1.080 -5.076 5.060
O5 -0.044 -4.145 4.661
S2 -0.254 -2.616 5.020
C29 1.389 -2.082 4.691
O6 -0.541 -2.499 6.416
O7 -1.143 -2.023 4.066
H34 -2.822 -4.074 4.255
H35 -2.980 -5.826 4.418
H36 -1.999 -5.131 3.113
H37 -1.343 -4.892 6.103
H38 -0.603 -6.052 5.007
H39 2.060 -2.560 5.399
H40 1.400 -1.002 4.820
H41 1.643 -2.346 3.668
C30 -2.219 2.490 -7.650
C31 -2.206 1.098 -7.054
O8 -1.594 1.056 -5.746
S3 -2.453 1.584 -4.516
C32 -1.444 0.942 -3.232
O9 -3.722 0.918 -4.527
O10 -2.410 3.015 -4.492
H42 -2.877 3.155 -7.095
H43 -2.568 2.443 -8.682
H44 -1.219 2.922 -7.633
H45 -3.211 0.676 -6.993
H46 -1.603 0.426 -7.660
H47 -1.458 -0.140 -3.263
H48 -1.888 1.301 -2.307
H49 -0.439 1.333 -3.355

Values from the calculation:
F_max ... 1.0 eV/A
HOMO energy ... -9.079 eV
Frontier orbital gap ... 7.662 eV
Total charge ... 0
E_LUMO ... -1.417 eV


(4)
The following is a quantum chemistry calculation of a molecular structure, C32H49Cl2InO2P at a distorted geometry, from the Open Molecules 2025 dataset.

Cartesian coordinates (Å):
In1 -0.394 0.822 1.491
Cl1 -2.314 -0.411 0.653
P1 0.035 0.685 -2.036
C1 -0.925 2.803 1.067
H1 -0.336 3.683 1.376
H2 -1.868 3.048 0.551
C2 1.406 -0.261 -2.916
C3 0.100 2.448 -2.680
C4 2.777 0.357 -2.599
H3 1.362 -1.234 -2.389
C5 3.914 -0.559 -3.071
H4 2.872 1.340 -3.084
H5 2.870 0.514 -1.515
C6 3.775 -0.960 -4.543
H6 4.871 -0.050 -2.905
H7 3.911 -1.452 -2.433
C7 2.376 -1.479 -4.890
H8 4.004 -0.091 -5.173
H9 4.519 -1.729 -4.783
C8 1.263 -0.535 -4.418
H10 2.287 -1.630 -5.973
H11 2.226 -2.456 -4.412
H12 1.331 0.407 -4.978
H13 0.286 -0.974 -4.655
C9 -1.562 -0.070 -2.688
C10 0.612 2.646 -4.107
H14 -0.957 2.774 -2.642
C11 0.518 4.121 -4.500
H15 1.660 2.322 -4.174
H16 0.032 2.047 -4.823
C12 1.295 5.019 -3.531
H17 0.898 4.250 -5.521
H18 -0.541 4.416 -4.508
C13 0.930 4.781 -2.064
H19 2.371 4.849 -3.669
H20 1.106 6.067 -3.788
C14 0.889 3.297 -1.670
H21 1.647 5.301 -1.420
H22 -0.058 5.220 -1.867
H23 1.917 2.912 -1.581
H24 0.420 3.186 -0.677
C15 -1.507 -1.608 -2.641
H25 -2.261 0.240 -1.887
C16 -2.869 -2.218 -2.993
H26 -0.750 -1.979 -3.345
H27 -1.209 -1.934 -1.634
C17 -3.432 -1.683 -4.315
H28 -2.779 -3.310 -3.038
H29 -3.569 -1.983 -2.179
C18 -3.430 -0.152 -4.383
H30 -2.843 -2.084 -5.150
H31 -4.455 -2.051 -4.447
C19 -2.072 0.466 -4.027
H32 -3.726 0.180 -5.385
H33 -4.176 0.236 -3.677
H34 -1.349 0.233 -4.824
H35 -2.169 1.560 -3.992
C20 0.616 -2.479 1.229
C21 0.379 -1.857 2.336
H36 1.469 -2.182 0.605
C22 -0.753 -2.209 3.274
H37 1.101 -1.143 2.769
C23 -1.463 -3.527 2.906
H38 -0.370 -2.278 4.304
H39 -1.491 -1.393 3.289
C24 -1.562 -3.724 1.393
H40 -0.886 -4.360 3.328
H41 -2.458 -3.559 3.366
C25 -0.174 -3.652 0.739
H42 -2.039 -4.686 1.173
H43 -2.201 -2.939 0.974
H44 0.358 -4.587 0.983
H45 -0.255 -3.632 -0.356
Cl2 4.601 1.729 6.761
C26 4.088 1.362 5.173
C27 4.601 0.236 4.513
C28 4.171 -0.061 3.219
C29 3.213 0.741 2.589
C30 2.739 1.895 3.232
C31 3.157 2.197 4.529
C32 2.711 0.296 1.237
O1 3.298 -0.602 0.623
O2 1.628 0.899 0.781
H46 5.327 -0.401 5.009
H47 4.570 -0.925 2.692
H48 2.028 2.545 2.721
H49 2.771 3.068 5.051

Values from the calculation:
F_max ... 3.3 eV/A
HOMO energy (spin up / spin down) ... -4.533 / -2.941 eV
Frontier orbital gap (spin up / spin down) ... 6.974 / 5.505 eV
Total charge ... -1
E_LUMO (spin up / spin down) ... 2.441 / 2.565 eV


(5)
The following is a quantum chemistry calculation of a molecular structure, C32H49GeN3O4S2Si3W, from the Open Molecules 2025 dataset.

Cartesian coordinates (Å):
W1 1.213 -0.637 0.120
C1 0.233 1.238 2.413
N1 0.786 -0.017 1.936
C2 0.893 -0.925 3.090
C3 1.840 -2.074 2.783
N2 2.736 -1.539 1.752
C4 3.574 -0.466 2.390
C5 3.698 -2.463 1.182
C6 4.141 -3.608 1.823
C7 5.146 -4.362 1.234
C8 5.710 -3.956 0.032
C9 5.260 -2.809 -0.607
C10 4.242 -2.058 -0.038
S1 3.531 -0.659 -0.835
C11 -0.309 -2.149 0.566
C12 -1.465 -2.208 1.340
C13 -2.137 -3.411 1.500
C14 -1.683 -4.601 0.905
C15 -0.531 -4.595 0.160
C16 0.144 -3.368 0.030
S2 1.669 -3.081 -0.637
H1 0.035 1.918 1.594
H2 0.959 1.713 3.083
H3 -0.681 1.066 2.982
H4 -0.100 -1.305 3.346
H5 1.245 -0.353 3.953
H6 1.328 -2.952 2.393
H7 2.394 -2.361 3.680
H8 4.244 -0.048 1.647
H9 4.152 -0.928 3.192
H10 2.950 0.330 2.776
H11 3.712 -3.920 2.766
H12 5.492 -5.264 1.718
H13 6.495 -4.546 -0.422
H14 5.675 -2.510 -1.561
H15 -1.853 -1.321 1.812
H16 -3.041 -3.435 2.098
H17 -2.239 -5.518 1.047
H18 -0.135 -5.494 -0.295
O1 3.453 3.901 0.252
C17 2.797 2.745 0.160
O2 2.477 2.078 1.107
C18 2.517 2.345 -1.246
C19 3.096 3.049 -2.286
C20 2.939 2.599 -3.590
C21 2.179 1.470 -3.792
C22 1.615 0.839 -2.693
N3 1.766 1.241 -1.431
C23 0.832 -0.419 -2.890
O3 0.564 -0.846 -3.985
O4 0.476 -0.951 -1.757
H19 3.604 4.089 1.191
H20 3.684 3.925 -2.060
H21 3.404 3.120 -4.415
H22 1.999 1.039 -4.766
C24 -3.223 0.113 3.022
Si1 -2.977 1.273 1.545
C25 -4.733 1.442 0.884
C26 -2.584 2.968 2.283
Ge1 -1.436 0.611 -0.302
Si2 -2.688 -0.761 -1.914
C27 -2.108 -2.509 -2.245
C28 -2.736 0.138 -3.561
C29 -4.462 -0.962 -1.329
Si3 -1.332 2.854 -1.267
C30 -0.367 4.102 -0.224
C31 -0.659 3.031 -3.016
C32 -3.107 3.473 -1.383
H23 -3.904 0.633 3.702
H24 -2.334 -0.148 3.598
H25 -3.722 -0.811 2.721
H26 -5.255 2.141 1.544
H27 -5.260 0.490 0.932
H28 -4.817 1.824 -0.130
H29 -3.376 3.175 3.009
H30 -2.620 3.762 1.538
H31 -1.635 3.049 2.810
H32 -1.112 -2.564 -2.677
H33 -2.162 -3.137 -1.357
H34 -2.816 -2.920 -2.972
H35 -1.767 0.126 -4.060
H36 -3.079 1.171 -3.476
H37 -3.441 -0.391 -4.209
H38 -4.527 -1.376 -0.321
H39 -4.942 -1.673 -2.008
H40 -5.037 -0.039 -1.360
H41 0.665 4.190 -0.567
H42 -0.358 3.900 0.846
H43 -0.826 5.086 -0.362
H44 0.407 3.255 -3.011
H45 -1.161 3.887 -3.475
H46 -0.835 2.169 -3.658
H47 -3.587 3.643 -0.421
H48 -3.744 2.805 -1.967
H49 -3.072 4.432 -1.909

Values from the calculation:
F_max ... 0.6 eV/A
Spin multiplicity ... 2
<S²> ... 0.776
HOMO energy (spin up / spin down) ... -10.167 / -10.224 eV
Frontier orbital gap (spin up / spin down) ... 6.509 / 5.062 eV
Total charge ... +1
E_LUMO (spin up / spin down) ... -3.657 / -5.162 eV


Q: The lowest F_max belongs to which entry?
A: C32H49GeN3O4S2Si3W


Q: Look up the F_max of the fifth one.
A: 0.6 eV/A